(1)
{
  "formula": "C4H4BrNO2",
  "method": "the ωB97M-V functional and the def2-TZVPD basis",
  "smiles": "[H]/N=C1\\OC=CO[C@H]1Br",
  "de_lowest_kj_mol": 45.4,
  "e_lumo_ha": 0.0281,
  "charge": 0,
  "elements": ["H", "N", "C", "O", "C", "C", "O", "C", "Br", "H", "H", "H"],
  "xyz": [[1.064003, -1.175388, 2.580175], [0.859606, -1.463059, 1.619845], [0.470926, -0.547472, 0.853032], [0.198494, 0.837860, 1.025452], [-0.464088, 1.528167, 0.056550], [-1.059976, 0.916198, -0.973985], [-0.957280, -0.432954, -1.084852], [0.169121, -0.992881, -0.557682], [1.738127, -0.571519, -1.650268], [-0.397787, 2.537279, 0.435314], [-1.601714, 1.332211, -1.765578], [-0.019431, -1.968443, -0.538004]],
  "atomic_forces_ev_per_a": [[-0.09, 0.11, -0.18], [0.07, 1.23, 0.81], [-0.89, 0.79, -1.29], [1.34, -3.01, 1.54], [-0.32, -0.07, -0.24], [1.07, 0.55, 1.61], [-0.72, -0.14, -0.52], [0.69, 3.50, 0.46], [0.19, -0.15, -0.15], [-0.59, 0.40, -1.12], [-0.68, 0.88, -0.71], [-0.07, -4.11, -0.19]],
  "nbo_charge": [0.36, -0.64, 0.52, -0.50, 0.05, 0.03, -0.47, 0.02, -0.03, 0.22, 0.21, 0.22]
}

***

(2)
{
  "formula": "C4H4ClNOS",
  "method": "the ωB97M-V functional and the def2-TZVPD basis",
  "de_lowest_kj_mol": 335.8,
  "e_lumo_ha": [-0.0244, -0.0244],
  "charge": 0,
  "elements": ["C", "C", "C", "C", "N", "O", "S", "Cl", "H", "H", "H", "H"],
  "xyz": [[0.983024, 1.187430, -0.721268], [-0.260243, 1.305647, -0.381304], [1.909636, 0.109014, -0.371309], [-1.459869, -1.033439, 0.819259], [-0.426296, -0.131644, 1.103409], [3.085831, -0.056758, -0.549522], [1.072518, -0.897118, 0.855086], [-1.535580, -1.609043, -0.969149], [1.534016, 1.897929, -1.376562], [-1.135966, 1.839851, -0.452396], [-2.368318, -0.523692, 0.905225], [-1.398752, -2.088172, 1.138534]],
  "atomic_forces_ev_per_a": [[0.89, 1.90, -2.17], [1.68, -3.85, 3.06], [-0.15, -1.28, 2.75], [0.24, -1.25, -2.01], [1.40, 1.73, -2.67], [-0.66, 0.56, -0.97], [0.53, -0.35, 0.51], [-0.06, 0.34, -0.45], [-0.91, -0.21, 0.24], [-1.49, 1.11, -0.15], [-1.53, 0.24, 0.62], [0.05, 1.07, 1.23]],
  "nbo_charge": [-0.41, 0.15, 0.38, -0.18, -0.61, -0.51, 0.41, -0.19, 0.28, 0.22, 0.21, 0.24]
}

***

(3)
{
  "formula": "C43H90Cl4N8",
  "method": "the ωB97M-V functional and the def2-TZVPD basis",
  "smiles": "ClC(Cl)(Cl)Cl.c1cc[nH]c1.c1cc[nH]c1.c1cc[nH]c1.CCN(CC)CC.CCN(CC)CC.CCN(CC)CC.CCN(CC)CC.CCN(CC)CC",
  "e_lumo_ha": 0.0025,
  "charge": 0,
  "elements": ["Cl", "C", "Cl", "Cl", "Cl", "C", "C", "C", "N", "C", "H", "H", "H", "H", "H", "C", "C", "C", "N", "C", "H", "H", "H", "H", "H", "C", "C", "C", "N", "C", "H", "H", "H", "H", "H", "C", "C", "N", "C", "C", "C", "C", "H", "H", "H", "H", "H", "H", "H", "H", "H", "H", "H", "H", "H", "H", "H", "C", "C", "N", "C", "C", "C", "C", "H", "H", "H", "H", "H", "H", "H", "H", "H", "H", "H", "H", "H", "H", "H", "C", "C", "N", "C", "C", "C", "C", "H", "H", "H", "H", "H", "H", "H", "H", "H", "H", "H", "H", "H", "H", "H", "C", "C", "N", "C", "C", "C", "C", "H", "H", "H", "H", "H", "H", "H", "H", "H", "H", "H", "H", "H", "H", "H", "C", "C", "N", "C", "C", "C", "C", "H", "H", "H", "H", "H", "H", "H", "H", "H", "H", "H", "H", "H", "H", "H"],
  "xyz": [[0.453308, 1.607884, -1.387437], [1.163297, 0.321843, -0.373890], [-0.192623, -0.714439, 0.290078], [2.318752, -0.670924, -1.286297], [1.998920, 1.038425, 1.005806], [2.949698, 4.632612, -0.137529], [2.712433, 5.426859, -1.285618], [2.754643, 6.746913, -0.935404], [3.096631, 6.757535, 0.380901], [3.260427, 5.503347, 0.885556], [3.011862, 3.554412, -0.132915], [2.462162, 5.169898, -2.304311], [2.671626, 7.667643, -1.493764], [3.295797, 7.636066, 0.837660], [3.525690, 5.255423, 1.902695], [3.916777, 3.748497, 4.689497], [3.192267, 3.851433, 5.880211], [1.988718, 3.289455, 5.629510], [1.917053, 2.912235, 4.350171], [3.096784, 3.198838, 3.688425], [4.953514, 4.035292, 4.592854], [3.579768, 4.212445, 6.821442], [1.128448, 3.067282, 6.243494], [1.088373, 2.456745, 3.995334], [3.224113, 2.891891, 2.660819], [2.145644, 3.087992, -4.404338], [1.815132, 4.321147, -4.994443], [2.269915, 4.334749, -6.300974], [2.969022, 3.154631, -6.467374], [2.877208, 2.371779, -5.361340], [1.864063, 2.848338, -3.389608], [1.306393, 5.166304, -4.554797], [2.158892, 5.052551, -7.100247], [3.214849, 2.804804, -7.382411], [3.234413, 1.355049, -5.432594], [0.423689, -0.054057, 6.666566], [0.303973, 0.043043, 5.199195], [-0.510953, 1.121744, 4.699866], [-1.823624, 1.270307, 5.328820], [-2.713770, 0.001065, 5.371071], [-0.634473, 0.922832, 3.254401], [-1.024048, 2.261182, 2.554492], [-0.497172, -0.390173, 7.143166], [0.656931, 0.869516, 7.196377], [1.220836, -0.771353, 6.861883], [1.300396, 0.156344, 4.772120], [0.025149, -0.961490, 4.880970], [-1.647848, 1.501183, 6.379486], [-2.354756, 2.153566, 4.974093], [-3.506262, 0.144485, 6.105572], [-3.188254, -0.242508, 4.420471], [-2.163978, -0.919360, 5.567666], [-1.410278, 0.208566, 2.978647], [0.302537, 0.649305, 2.769334], [-0.718216, 2.289909, 1.508670], [-0.505534, 3.127874, 2.964472], [-2.086234, 2.414308, 2.745322], [-6.427928, -2.717403, 2.298592], [-5.085077, -3.170519, 2.918909], [-4.206406, -3.840095, 1.944785], [-2.785606, -4.026749, 2.299215], [-2.139969, -2.638727, 2.289673], [-4.704610, -5.117589, 1.449778], [-5.037501, -6.174584, 2.602782], [-6.907548, -2.049157, 3.013804], [-7.072176, -3.585229, 2.157423], [-6.273909, -2.205695, 1.348580], [-4.566614, -2.270895, 3.250538], [-5.236883, -3.790089, 3.802754], [-2.731339, -4.486464, 3.286028], [-2.268416, -4.670739, 1.587962], [-2.591252, -1.799357, 2.818734], [-1.059115, -2.639143, 2.430613], [-2.150765, -2.275630, 1.261977], [-4.026469, -5.659534, 0.790592], [-5.550660, -4.902409, 0.797115], [-4.390100, -6.118284, 3.477883], [-4.829588, -7.164326, 2.196240], [-6.070028, -6.126419, 2.948714], [3.456415, -2.434480, -4.796956], [2.496401, -2.216967, -5.935824], [1.849034, -0.900282, -6.028978], [1.075102, -0.743760, -7.305280], [0.353233, 0.591916, -7.475087], [1.092283, -0.471420, -4.881053], [-0.064907, -1.439193, -4.645009], [4.171825, -1.637224, -4.595305], [4.124796, -3.257845, -5.048838], [2.870235, -2.701682, -3.917693], [3.038525, -2.369942, -6.868990], [1.701436, -2.962155, -5.964481], [1.792718, -0.713286, -8.125163], [0.356490, -1.544182, -7.481403], [-0.566749, 0.654892, -6.893903], [0.967455, 1.451634, -7.207278], [0.033975, 0.726726, -8.508525], [0.813748, 0.567309, -5.058678], [1.787293, -0.529482, -4.043381], [0.394157, -2.410689, -4.461844], [-0.805210, -1.573747, -5.433653], [-0.612197, -1.218137, -3.728653], [-2.727754, 0.759515, -2.444113], [-3.847252, 1.826097, -2.370188], [-4.174969, 2.506003, -3.641463], [-5.345331, 3.410686, -3.512319], [-6.722509, 2.634100, -3.430502], [-3.067374, 3.292317, -4.178853], [-2.806486, 4.697529, -3.397263], [-1.829699, 1.102351, -2.957975], [-3.009324, -0.095369, -3.058943], [-2.460423, 0.311568, -1.487044], [-4.757724, 1.382618, -1.967106], [-3.600379, 2.601599, -1.645105], [-5.493056, 4.047359, -4.384633], [-5.203472, 3.962303, -2.582968], [-6.873460, 1.992851, -4.298904], [-7.614940, 3.200043, -3.163320], [-6.554398, 1.950390, -2.598413], [-2.109224, 2.777946, -4.252838], [-3.353706, 3.623931, -5.176927], [-2.903595, 4.615682, -2.314684], [-1.857701, 5.171051, -3.649619], [-3.604872, 5.398482, -3.640893], [2.612352, -2.823973, 3.728510], [3.896935, -2.771285, 2.836908], [4.039057, -4.159177, 2.491166], [4.615166, -4.972783, 3.592193], [4.400601, -6.485927, 3.331067], [4.845976, -4.271703, 1.265872], [3.990286, -3.835198, -0.000056], [2.616084, -3.639716, 4.451456], [1.744586, -2.903199, 3.073676], [2.455591, -1.958302, 4.372046], [3.734795, -2.149191, 1.956678], [4.745624, -2.294798, 3.327603], [5.680051, -4.754647, 3.673155], [4.148113, -4.791715, 4.560273], [3.319344, -6.616270, 3.286184], [4.905996, -6.891845, 2.454770], [4.717268, -7.109324, 4.167244], [5.290331, -5.246162, 1.063203], [5.720218, -3.627766, 1.361485], [4.545729, -4.023495, -0.918819], [3.748607, -2.772385, 0.010895], [3.058758, -4.400404, 0.030026]],
  "atomic_forces_ev_per_a": [[0.41, -0.54, 0.37], [-0.65, -0.24, 0.21], [0.90, 0.48, -0.65], [-0.50, 0.27, 0.15], [0.20, 0.02, -0.23], [0.63, 0.11, -0.34], [-0.88, 0.27, -1.15], [0.51, -0.55, 0.39], [0.37, 1.51, 0.83], [-0.49, -0.64, -0.36], [-0.07, 0.10, 0.18], [0.08, -0.58, 0.14], [-0.10, -0.20, 0.01], [-0.03, -0.45, 0.32], [-0.04, 0.44, -0.03], [0.51, -0.01, -1.79], [0.70, -0.05, 0.53], [-1.59, -0.29, 0.97], [0.28, -0.17, -1.35], [-0.01, -0.05, 1.78], [-0.07, 0.06, -0.26], [-0.17, 0.00, -0.07], [0.13, 0.25, 0.18], [0.10, 0.05, -0.01], [0.24, 0.26, 0.15], [0.69, -0.36, -0.50], [-0.20, 0.84, -1.04], [0.33, -0.59, 0.79], [-0.62, 0.45, -0.90], [-0.71, 0.27, 0.81], [0.33, -0.39, -0.17], [-0.11, -0.19, 0.17], [0.14, -0.05, 0.16], [0.19, 0.02, 0.29], [0.01, 0.05, 0.34], [0.06, 0.08, 1.52], [0.56, -0.21, -0.10], [-0.35, -0.22, -1.13], [0.10, -0.86, 1.16], [-0.10, 0.20, -0.82], [-0.31, 2.09, -0.99], [0.05, -0.29, 0.63], [-0.02, -0.33, -0.06], [0.31, 0.20, -0.29], [-0.09, -0.05, 0.34], [0.14, 0.28, -0.09], [-0.59, -0.22, -0.52], [0.23, 0.14, 0.10], [0.07, -0.19, -0.45], [0.05, -0.14, 0.04], [-0.21, 0.37, -0.18], [0.22, 0.20, 0.51], [0.14, -0.46, 0.09], [0.02, -0.52, 0.74], [-0.63, -0.34, -0.19], [0.07, -0.06, 0.40], [-0.04, 0.29, -0.64], [0.62, -0.63, 0.59], [0.53, 0.19, -0.91], [0.67, -0.99, -1.21], [-0.91, 1.99, 1.08], [1.02, 0.26, -1.29], [-1.02, -0.69, 1.28], [0.04, 0.30, -1.06], [-0.14, 0.04, -0.12], [-0.14, 0.10, -0.16], [0.03, -0.03, 0.07], [0.08, -0.06, 0.06], [-0.23, -0.16, 0.26], [0.38, -0.18, 0.31], [-0.29, 0.08, -0.07], [-0.09, -0.57, 0.57], [0.08, -0.23, 0.82], [-0.49, -0.14, -0.39], [0.55, 0.67, 0.04], [-0.47, -0.30, 0.31], [0.11, 0.44, -0.08], [-0.37, -0.14, -0.02], [0.01, -0.01, -0.05], [0.00, -0.38, 0.28], [-0.46, 0.82, -1.26], [0.45, 0.72, -1.70], [0.95, 0.68, 0.33], [-0.47, 0.10, 0.42], [-0.21, -0.80, -0.32], [-0.10, -0.13, 1.10], [-0.48, 0.49, 0.01], [-0.30, -0.38, 0.07], [0.42, 0.09, 0.38], [0.01, 0.20, -0.20], [0.08, -0.64, 0.29], [0.25, -0.68, 0.02], [-0.02, -0.37, 0.03], [0.00, 0.00, 0.20], [0.13, -0.08, 0.05], [0.16, -0.17, -0.12], [-0.16, -0.08, 0.36], [-0.23, 0.29, 0.26], [-0.19, -0.21, -0.02], [0.21, 0.34, -0.22], [-0.10, 0.19, 0.07], [-0.45, -0.10, -0.86], [0.12, 0.19, -0.12], [-0.03, -0.17, -0.50], [-1.53, -1.42, 0.09], [1.75, -0.68, 0.91], [0.22, 2.29, 0.78], [-0.69, -1.00, -0.36], [0.05, 0.34, 0.38], [-0.52, 0.01, -0.12], [-0.03, 0.48, 0.19], [0.03, -0.21, -0.21], [0.41, 0.12, 0.43], [0.87, 0.26, 0.10], [-0.32, 0.61, -0.06], [-0.07, 0.32, -0.16], [0.28, 0.38, -0.33], [-0.47, -0.27, 0.08], [-0.31, -0.38, 0.11], [0.09, -0.32, -0.19], [0.42, -0.30, 0.09], [0.04, -0.26, -0.04], [0.07, 0.05, -0.32], [0.21, 1.29, 0.09], [-1.97, -0.14, 1.39], [1.27, -1.27, -0.64], [0.14, -0.92, -0.93], [-0.28, 0.46, 0.40], [-0.62, 0.77, -1.13], [0.80, -0.39, 1.20], [0.08, -0.19, -0.43], [-0.02, -0.19, 0.09], [0.12, 0.45, -0.21], [-0.29, -0.23, -0.03], [0.43, -0.28, 0.42], [0.33, 0.11, 0.23], [0.01, 0.46, -0.24], [-0.01, -0.24, -0.45], [-0.22, 0.23, -0.13], [0.25, 0.24, 0.20], [-0.55, -0.28, 0.36], [0.30, 0.39, -0.09], [-0.06, -0.16, -0.01], [0.02, -0.09, 0.11], [0.03, -0.02, -0.22]],
  "mulliken_charge": [0.08, -0.17, 0.00, -0.12, 0.07, -0.10, -0.01, -0.71, 0.03, -0.69, 0.42, 0.18, 0.37, 0.20, 0.36, -0.53, -0.88, -0.29, 0.28, -0.76, 0.42, 0.41, 0.44, 0.35, 0.43, 0.29, -0.56, -0.81, 0.02, -1.35, 0.55, 0.45, 0.42, 0.30, 0.68, -1.73, -0.46, 0.61, -0.82, -1.05, 0.96, -1.58, 0.32, 0.23, 0.44, 0.60, 0.26, 0.35, 0.62, 0.47, 0.14, 0.24, -0.39, -0.20, 0.26, 0.41, 0.45, -1.45, 0.30, 0.06, -0.79, 0.24, -0.78, -1.05, 0.44, 0.31, 0.31, -0.21, 0.38, 0.29, 0.39, -0.43, 0.03, 0.16, 0.42, 0.45, 0.32, 0.37, 0.28, -1.16, -0.68, 0.36, -0.56, -1.00, -0.32, -1.15, 0.24, 0.43, 0.18, 0.49, 0.46, 0.41, 0.36, 0.24, 0.09, 0.45, 0.13, 0.26, 0.35, 0.30, 0.17, -0.70, -0.36, 0.02, -0.41, -1.29, -0.25, -1.10, -0.14, 0.36, 0.32, 0.27, 0.24, 0.37, 0.35, 0.33, 0.39, 0.30, -0.08, 0.45, 0.29, 0.33, 0.35, -0.77, -0.57, 0.33, -0.51, -1.26, -0.63, -1.04, 0.27, 0.14, 0.13, 0.24, 0.29, 0.34, 0.38, 0.30, 0.31, 0.41, 0.45, 0.33, 0.44, 0.09, 0.31]
}